(1)
{"formula": "C21H36NO3PPd", "method": "ωB97M-V with the def2-TZVPD basis set", "symbols": ["Pd", "C", "O", "C", "O", "C", "O", "C", "P", "H", "H", "C", "H", "C", "H", "H", "H", "C", "H", "C", "H", "H", "C", "H", "H", "H", "C", "H", "H", "H", "C", "H", "H", "H", "C", "H", "H", "H", "H", "H", "C", "N", "C", "C", "C", "C", "C", "C", "C", "C", "H", "H", "H", "H", "H", "H", "H", "H", "H", "H", "H", "H", "H"], "xyz": [[0.6596, -0.5780, 0.2962], [2.0141, 0.8695, 0.1812], [2.9654, 1.4768, -0.0474], [0.4407, -0.4205, -1.6808], [0.7250, -0.7505, -2.7594], [-1.0059, -0.6340, 1.3686], [-1.9472, -0.9232, 1.9608], [-0.1441, 3.2586, -1.6381], [-0.7311, 2.1332, -0.2565], [-1.3394, 4.0108, 1.1325], [0.9226, 3.3593, -1.3776], [-2.5970, 2.3562, -0.4950], [-2.7121, 3.4130, -0.7784], [-0.7883, 4.6544, -1.6515], [-0.8895, 5.1094, -0.6625], [-1.7748, 4.6536, -2.1393], [-0.1378, 5.3227, -2.2335], [-0.2234, 2.6611, -3.0356], [-1.2554, 2.6460, -3.4083], [-0.5976, 2.5671, 2.5543], [0.2004, 1.6550, -3.0821], [0.3556, 3.3090, -3.7117], [0.8068, 4.0885, 1.1655], [0.2237, 1.8350, 2.6802], [-0.5225, 3.3208, 3.3607], [-1.5636, 2.0642, 2.7131], [-0.4936, 3.3053, 1.2058], [0.8936, 4.6757, 2.0864], [0.8573, 4.7654, 0.3117], [1.6777, 3.4309, 1.1271], [-3.4242, 2.1168, 0.7687], [-3.2475, 1.1101, 1.1714], [-4.4892, 2.1943, 0.4976], [-3.2080, 2.8597, 1.5473], [-3.0935, 1.4967, -1.6572], [-2.7390, 0.4624, -1.5616], [-2.7881, 1.8746, -2.6394], [-4.1928, 1.4630, -1.6382], [1.4772, -0.4139, 2.2427], [1.2261, -1.1596, 2.0323], [3.5164, -4.8411, -0.0388], [3.0406, -4.5970, 1.3372], [4.1693, -4.3675, 2.2706], [2.0517, -3.4613, 1.4418], [0.8683, -3.7650, 0.5724], [0.4151, -5.1021, 0.3616], [-0.6157, -5.3275, -0.5365], [-1.2731, -4.2736, -1.1474], [-0.9162, -2.9504, -0.8139], [0.1816, -2.7279, -0.0224], [4.0188, -3.9491, -0.4147], [2.7003, -5.0893, -0.7017], [4.2404, -5.6546, -0.0124], [2.5361, -5.4245, 1.6779], [4.7225, -3.4770, 1.9605], [3.7828, -4.1553, 3.2729], [4.8362, -5.2395, 2.2770], [1.7926, -3.4016, 2.5171], [2.6330, -2.5799, 1.1170], [0.8470, -5.9686, 0.8795], [-0.9624, -6.3269, -0.8004], [-2.0836, -4.4684, -1.8343], [-1.4439, -2.1009, -1.2359]], "atomic_forces_ev_per_a": [[0.42, -1.22, 1.00], [5.91, 3.79, -1.19], [-3.68, -2.08, 0.91], [0.75, -1.71, -6.68], [-1.22, 1.49, 4.63], [-5.14, -1.55, 2.49], [3.30, 1.18, -1.93], [1.37, -0.82, -0.43], [-2.58, 4.98, -0.44], [0.00, -0.45, -0.34], [-0.18, 0.17, -0.18], [-0.58, -1.31, 0.08], [0.57, -0.11, 0.13], [-0.48, 0.44, 0.42], [-0.07, -0.04, -0.25], [0.36, -0.11, 0.12], [-0.04, -0.31, 0.06], [0.00, 0.12, -0.39], [0.46, -0.04, 0.03], [-0.30, 0.14, 0.30], [-0.06, 0.19, -0.22], [-0.17, -0.31, 0.14], [0.16, 0.09, -0.25], [-0.21, 0.34, 0.05], [0.12, -0.47, -0.28], [0.35, 0.06, -0.13], [0.76, -0.84, 1.20], [-0.03, -0.03, -0.17], [0.14, -0.01, 0.26], [0.06, 0.07, 0.11], [0.09, 0.01, 0.04], [-0.27, 0.25, -0.02], [0.36, -0.01, 0.19], [-0.21, -0.27, -0.18], [-0.31, -0.14, -0.26], [-0.12, -0.02, -0.05], [-0.16, -0.18, 0.35], [0.33, 0.01, -0.08], [-0.30, -1.20, 0.03], [0.61, 1.08, 0.94], [0.67, -0.03, -0.56], [-0.69, -0.01, 0.73], [0.82, 0.33, 0.78], [1.04, -0.99, -0.27], [0.53, -0.81, 0.92], [-0.93, -0.85, -0.60], [1.18, -1.67, 1.05], [-0.75, 0.75, -0.47], [0.88, 1.07, 0.18], [-1.70, 1.41, -0.93], [0.01, 0.03, 0.15], [-0.17, -0.17, -0.08], [-0.09, -0.03, -0.05], [0.43, -0.05, -0.09], [0.00, -0.21, -0.22], [0.03, -0.36, -0.13], [-0.27, 0.26, 0.01], [-0.14, 0.22, -0.44], [-0.53, -0.20, 0.17], [-0.16, 0.39, -0.28], [0.27, 0.02, 0.35], [-0.15, -0.01, -0.17], [-0.29, -0.32, -0.05]], "spin_multiplicity": 5, "charge": 4, "lumo_energy_ev": [-12.99, -17.00]}



(2)
{"formula": "C21H36P2SeV", "method": "ωB97M-V with the def2-TZVPD basis set", "symbols": ["P", "P", "C", "C", "H", "H", "H", "H", "C", "H", "H", "H", "C", "H", "H", "H", "C", "H", "H", "H", "C", "H", "H", "H", "V", "C", "C", "C", "C", "C", "C", "C", "C", "C", "H", "H", "H", "H", "H", "H", "H", "H", "H", "H", "H", "H", "H", "H", "H", "Se", "C", "C", "C", "C", "C", "C", "H", "H", "H", "H", "H"], "xyz": [[1.6162, 1.8115, -4.8944], [-2.3428, 1.0069, -4.7714], [0.2744, 1.4833, -6.1266], [-1.1926, 1.9498, -5.8824], [0.3187, 0.4156, -6.4206], [0.6300, 2.0449, -7.0121], [-1.2360, 3.0183, -5.6078], [-1.7050, 1.8749, -6.8589], [-2.6190, -0.5589, -5.6365], [-3.1640, -1.2553, -4.9871], [-1.6839, -1.0342, -5.9636], [-3.2359, -0.3342, -6.5139], [-3.8833, 1.9251, -4.9693], [-4.2596, 1.7416, -5.9813], [-3.7006, 2.9950, -4.8227], [-4.6099, 1.5689, -4.2353], [3.0905, 1.2645, -5.7752], [3.9366, 1.2472, -5.0836], [3.2858, 1.9815, -6.5795], [2.9265, 0.2662, -6.1928], [1.7702, 3.6197, -4.8618], [0.7992, 4.1319, -4.7935], [2.2687, 3.9157, -5.7911], [2.3919, 3.9264, -4.0118], [-0.0879, 0.2864, -0.8890], [-2.3116, 0.7133, -3.0302], [-1.4658, -0.5331, -2.9988], [-0.1200, -0.5681, -3.6311], [1.2685, -0.2589, -2.9425], [1.8607, 1.1859, -3.2614], [1.0973, 2.2519, -2.5251], [-0.3341, 2.5090, -2.8025], [-1.6219, 1.8499, -2.1498], [1.5360, 0.6927, 0.3068], [-3.3563, 0.5490, -2.6913], [-1.8937, -1.4594, -2.6300], [-0.1477, 0.0955, -4.5143], [-0.0205, -1.5745, -4.1050], [1.3175, -0.4928, -1.8459], [1.9715, -0.9771, -3.4104], [2.9530, 1.1970, -3.0438], [1.5756, 2.7704, -1.6945], [-0.4756, 2.3689, -3.8830], [-0.4667, 3.6125, -2.6865], [-1.4987, 1.5306, -1.0820], [-2.3619, 2.6683, -2.0990], [1.0192, 1.3425, 1.0422], [2.3601, 1.1852, -0.2400], [1.7853, -0.3053, 0.7304], [-1.6089, -0.6409, 0.5404], [-0.7073, -1.0830, 2.1789], [-0.1572, -2.3641, 2.3034], [0.4402, -2.7604, 3.4945], [0.4839, -1.8634, 4.5796], [-0.0640, -0.5740, 4.4583], [-0.6636, -0.1913, 3.2588], [-0.2056, -3.0546, 1.4484], [0.8632, -3.7547, 3.5884], [0.9458, -2.1768, 5.5264], [-0.0255, 0.1144, 5.2967], [-1.1036, 0.8105, 3.1540]], "atomic_forces_ev_per_a": [[0.89, 0.87, -0.78], [-1.07, 0.13, -0.95], [-0.39, -0.08, -0.49], [0.32, 0.11, -0.38], [-0.05, 0.53, 0.24], [-0.09, -0.12, 0.27], [0.05, -0.48, -0.02], [0.12, -0.01, 0.21], [-0.19, -0.04, -0.20], [0.26, 0.29, -0.09], [-0.25, 0.16, 0.26], [0.14, -0.06, -0.06], [-0.13, 0.24, -0.93], [-0.21, 0.33, 0.14], [-0.13, -0.15, 0.01], [0.13, 0.07, -0.16], [-0.03, 0.17, -0.90], [-0.17, 0.00, -0.15], [0.21, -0.35, -0.07], [0.17, 0.10, 0.05], [0.20, 0.14, -0.28], [0.31, -0.28, 0.12], [-0.17, 0.09, -0.11], [-0.28, -0.26, -0.21], [1.26, 0.13, -2.26], [2.92, -0.35, 2.44], [0.28, -0.41, 1.92], [-0.20, -0.67, -0.70], [0.81, -0.06, -1.68], [-2.29, -1.09, 2.74], [0.03, -0.47, 1.94], [-0.09, 0.96, -0.08], [-1.42, 0.97, -1.34], [-0.01, -0.46, 0.36], [0.59, 0.02, -0.39], [-0.05, 0.16, -0.23], [0.20, -0.09, 0.13], [0.21, 0.39, 0.35], [0.66, 0.02, -0.60], [-0.24, -0.10, 0.50], [-0.72, 0.18, -0.30], [-0.10, -0.13, -0.36], [-0.25, 0.03, 0.04], [-0.23, -0.48, 0.09], [-0.74, 0.46, -0.78], [0.19, 0.10, 0.23], [0.81, -0.17, 0.03], [-0.13, -0.21, 0.62], [0.34, 0.82, 0.19], [-1.41, -0.85, 1.53], [-0.16, -0.10, 0.23], [0.03, -0.05, -0.11], [-0.12, 0.75, 0.48], [-0.01, -0.03, -0.07], [0.18, -0.77, -0.29], [0.00, 0.03, -0.11], [0.02, 0.38, 0.44], [-0.02, 0.07, 0.02], [-0.21, 0.18, -0.47], [0.00, -0.06, -0.08], [0.22, -0.52, 0.02]], "spin_multiplicity": 4, "e_above_lowest_ev": 5.249, "lumo_energy_ev": [-0.22, -0.23]}



(3)
{"formula": "C21H37AsF6HgN6OS2SbSe", "method": "ωB97M-V with the def2-TZVPD basis set", "symbols": ["Hg", "F", "Sb", "F", "F", "F", "F", "F", "C", "S", "O", "C", "C", "C", "C", "C", "C", "H", "H", "H", "H", "H", "H", "H", "H", "C", "N", "C", "C", "N", "C", "C", "Se", "H", "H", "H", "H", "H", "H", "H", "H", "C", "As", "C", "C", "S", "H", "H", "H", "H", "H", "H", "H", "H", "H", "C", "N", "C", "N", "C", "N", "C", "N", "C", "C", "H", "H", "H", "H", "H", "H", "H", "H", "H", "H", "H", "H"], "xyz": [[0.2626, -0.2018, -0.2002], [2.9448, 0.3995, -2.6019], [3.8235, 0.8570, -4.2420], [5.1856, -0.3558, -3.7831], [4.7432, 2.1739, -3.2230], [4.6769, 1.3864, -5.8164], [2.4641, 2.1368, -4.5504], [2.8843, -0.5244, -5.1197], [-0.1966, -1.2104, -5.0327], [0.2915, 0.0273, -3.8450], [0.1793, -0.7557, -2.5220], [-1.1196, 1.1092, -3.8445], [-0.8241, 2.4616, -3.7297], [-1.8638, 3.3773, -3.6213], [-3.1777, 2.9345, -3.6242], [-3.4631, 1.5767, -3.7381], [-2.4344, 0.6563, -3.8475], [-0.9912, -1.8114, -4.5942], [0.6891, -1.8125, -5.2226], [-0.5178, -0.7190, -5.9506], [0.2111, 2.7848, -3.7356], [-1.6432, 4.4339, -3.5466], [-3.9877, 3.6481, -3.5412], [-4.4907, 1.2371, -3.7421], [-2.6582, -0.3984, -3.9375], [-3.9867, -0.8923, 1.4825], [-3.8546, -2.2606, 1.0104], [-4.6812, -3.2978, 1.4037], [-4.3403, -4.3690, 0.6650], [-3.3026, -3.9809, -0.1600], [-2.6844, -4.8457, -1.1629], [-3.0103, -2.6833, 0.0554], [-1.7262, -1.7910, -1.0153], [-4.9843, -0.5208, 1.2564], [-3.2528, -0.2868, 0.9619], [-3.8201, -0.8507, 2.5563], [-5.4353, -3.1743, 2.1610], [-4.7391, -5.3679, 0.6555], [-2.8312, -5.8789, -0.8611], [-1.6233, -4.6262, -1.2249], [-3.1414, -4.6798, -2.1367], [3.8952, 3.7911, -0.6945], [3.4739, 2.1209, 0.1361], [3.9751, 2.5130, 1.9595], [4.6219, 0.6245, -0.2260], [1.3023, 2.0158, 0.0280], [4.9678, 3.9502, -0.5987], [3.3458, 4.5441, -0.1323], [3.6085, 3.7926, -1.7394], [4.9973, 2.8926, 1.9256], [3.9583, 1.6191, 2.5735], [3.3242, 3.2755, 2.3821], [5.4455, 0.7247, 0.4792], [4.9768, 0.6344, -1.2494], [4.0650, -0.2904, -0.0415], [1.4548, -0.0054, 3.1433], [1.3061, 0.1072, 4.5860], [0.8421, -1.1824, 5.1136], [-0.4294, -1.5911, 4.5020], [-0.2252, -1.6850, 3.0624], [0.2003, -0.3972, 2.4750], [-0.8046, 0.6384, 2.8187], [-1.0066, 0.7581, 4.2536], [0.2767, 1.1134, 4.8696], [-1.4215, -0.5476, 4.7758], [2.2192, -0.7535, 2.9175], [1.7457, 0.9564, 2.7366], [0.7083, -1.0956, 6.1916], [1.5963, -1.9456, 4.9158], [-1.1451, -2.0125, 2.5735], [0.5537, -2.4240, 2.8661], [-1.7517, 0.3858, 2.3417], [-0.4564, 1.5922, 2.4209], [0.1444, 1.1899, 5.9487], [0.6011, 2.0818, 4.4845], [-2.3701, -0.8254, 4.3134], [-1.5695, -0.4707, 5.8526]], "atomic_forces_ev_per_a": [[-0.27, 0.03, 0.01], [-0.14, -0.02, 0.24], [0.38, 0.21, -0.01], [0.07, -0.10, 0.07], [0.06, 0.15, 0.21], [0.06, -0.05, -0.08], [-0.18, 0.00, -0.01], [-0.18, -0.03, -0.07], [-0.03, 0.06, -0.08], [-0.12, -0.18, 0.52], [0.23, 0.12, -0.31], [0.01, 0.02, 0.02], [0.01, 0.01, -0.02], [0.00, -0.01, -0.02], [0.02, -0.02, 0.01], [0.01, 0.00, 0.02], [-0.03, 0.02, -0.02], [-0.03, 0.00, -0.05], [0.00, 0.01, 0.03], [0.03, -0.02, 0.01], [-0.01, -0.01, -0.03], [-0.01, -0.01, 0.01], [0.01, -0.01, -0.01], [0.00, 0.01, -0.02], [0.02, -0.01, 0.03], [-0.03, -0.02, -0.03], [-0.11, 0.10, 0.08], [0.02, 0.16, -0.02], [0.09, -0.06, -0.09], [-0.09, -0.13, 0.06], [0.02, 0.00, 0.06], [0.25, -0.20, 0.23], [-0.01, 0.21, -0.15], [0.00, -0.01, -0.01], [0.00, 0.06, -0.04], [0.01, 0.02, 0.01], [0.03, 0.02, -0.01], [0.03, 0.01, -0.02], [-0.01, 0.01, 0.01], [0.02, 0.00, 0.02], [0.00, 0.02, 0.01], [0.06, -0.13, -0.22], [-0.03, 0.12, 0.40], [-0.08, 0.07, 0.01], [-0.11, -0.02, -0.23], [0.09, -0.15, -0.05], [0.01, 0.02, -0.05], [0.00, 0.03, -0.01], [0.01, -0.06, -0.11], [-0.01, 0.00, -0.01], [-0.05, -0.09, 0.06], [-0.03, -0.02, -0.01], [0.00, -0.03, 0.00], [-0.03, 0.03, -0.13], [0.01, -0.04, 0.00], [0.11, -0.11, 0.07], [-0.04, -0.02, 0.03], [0.00, 0.06, -0.05], [0.03, 0.02, -0.04], [-0.05, -0.03, 0.02], [-0.13, -0.09, -0.06], [-0.02, -0.02, 0.06], [0.01, -0.01, 0.00], [0.01, -0.05, -0.02], [0.07, 0.01, -0.07], [0.02, 0.02, -0.02], [0.14, 0.18, -0.07], [0.00, -0.01, 0.01], [0.00, 0.00, -0.01], [-0.07, 0.03, -0.01], [-0.02, -0.03, -0.05], [0.02, -0.04, 0.00], [0.01, 0.04, -0.02], [0.00, 0.02, 0.01], [0.00, -0.01, 0.00], [-0.02, -0.04, 0.01], [-0.01, 0.00, 0.02]], "charge": 1, "e_above_lowest_ev": 2.177, "lumo_energy_ev": -3.62}